Record 1
ORCA calculation (ωB97M-V with the def2-TZVPD basis set) on a molecular structure, C5H7NO2 at a distorted geometry.

Geometry (Å):
C: 0.81 -0.01 2.26
C: 0.55 0.09 0.87
C: -0.39 -0.79 -1.32
C: -1.24 0.31 -2.02
C: -0.62 0.60 -0.78
H: -0.42 0.36 2.73
H: 1.34 -1.35 2.62
H: 1.97 0.95 2.73
H: -0.97 -1.59 -0.93
H: -2.33 -0.12 -2.08
H: -0.79 0.86 -2.84
H: 0.23 1.43 -0.78
N: 1.49 -0.54 0.10
O: 1.20 -0.74 -1.13
O: -0.85 0.53 0.56

Computed properties:
Energy = -10872.0408 eV
HOMO energy = -8.65 eV
LUMO energy = 0.60 eV
Net charge = 0

Here are the natural (NBO) charges for atoms 1 to 5, given in e:
1. C -0.642
2. C 0.257
3. C -0.034
4. C -0.413
5. C 0.040


Record 2
ORCA calculation (ωB97M-V with the def2-TZVPD basis set) on C17H20F3N7O2 in the gas phase.

Geometry (Å):
N: 6.02 0.28 2.58
C: 4.75 0.21 2.12
C: 3.84 -0.74 2.62
C: 2.58 -0.80 2.07
C: 1.60 -1.79 2.65
F: 0.36 -1.31 2.81
F: 1.50 -2.92 1.93
F: 1.98 -2.20 3.88
C: 2.23 0.08 1.04
C: 0.93 0.09 0.35
N: 0.49 1.27 -0.04
C: -0.70 1.25 -0.67
N: -1.21 2.44 -1.05
C: -2.38 2.53 -1.89
C: -1.95 3.01 -3.28
O: -1.24 4.22 -3.21
C: -0.09 4.09 -2.41
C: -0.45 3.66 -0.98
N: -1.41 0.15 -0.90
C: -0.86 -0.99 -0.48
N: -1.51 -2.13 -0.74
C: -2.89 -2.14 -1.15
C: -3.77 -2.53 0.05
O: -3.36 -3.77 0.59
C: -2.02 -3.74 1.01
C: -1.09 -3.39 -0.16
N: 0.32 -1.07 0.15
C: 3.20 1.00 0.64
N: 4.41 1.07 1.15
H: 6.29 -0.20 3.41
H: 6.58 1.06 2.27
H: 4.14 -1.39 3.42
H: -2.85 1.55 -1.94
H: -3.07 3.26 -1.45
H: -2.82 3.20 -3.91
H: -1.33 2.23 -3.75
H: 0.39 5.07 -2.41
H: 0.60 3.35 -2.85
H: 0.45 3.48 -0.39
H: -1.06 4.43 -0.51
H: -3.01 -2.88 -1.95
H: -3.16 -1.14 -1.51
H: -3.69 -1.74 0.82
H: -4.81 -2.65 -0.25
H: -1.89 -2.99 1.80
H: -1.79 -4.73 1.40
H: -1.17 -4.16 -0.94
H: -0.06 -3.30 0.17
H: 2.97 1.71 -0.14

Computed properties:
SMILES = Nc1cc(C(F)(F)F)c(-c2nc(N3CCOCC3)nc(N3CCOCC3)n2)cn1
Energy = -40633.4298 eV
HOMO energy = -8.50 eV
LUMO energy = 0.48 eV
Net charge = 0

Here are the natural (NBO) charges for atoms 1 to 5, given in e:
1. N -0.784
2. C 0.390
3. C -0.281
4. C -0.047
5. C 0.979


Record 3
ORCA calculation (ωB97M-V with the def2-TZVPD basis set) on a molecular structure, C10H10EuF5N at a distorted geometry.

Geometry (Å):
C: 1.01 -1.18 -1.92
C: -0.38 -1.15 -2.25
C: -1.06 -2.06 -1.38
C: -0.08 -2.65 -0.50
C: 1.20 -2.09 -0.84
Eu: -0.48 -0.25 0.34
C: -1.34 1.90 -1.03
C: 0.06 2.01 -1.19
C: 0.76 2.57 -2.31
N: 0.87 1.55 -0.19
H: -2.15 -2.21 -1.32
H: -0.84 -0.53 -3.03
H: -0.27 -3.35 0.32
H: 2.16 -2.35 -0.38
H: 1.80 -0.64 -2.46
H: -1.96 1.20 -1.60
H: 1.85 1.73 -0.39
H: -1.84 2.32 -0.15
H: 0.28 2.88 -3.23
H: 1.85 2.54 -2.29
F: -1.51 -0.83 2.62
C: -0.44 0.08 2.80
F: -1.00 1.34 2.72
C: 0.24 -0.15 4.12
F: -0.66 -0.01 5.13
F: 0.71 -1.42 4.14
F: 1.23 0.75 4.28

Computed properties:
⟨S²⟩ = 12.027
Energy = -44936.3264 eV
HOMO energy (alpha / beta) = -2.49 / -2.52 eV
Multiplicity = 7
LUMO energy (alpha / beta) = 2.74 / 2.77 eV
Net charge = -1

Here are the Mulliken charges for atoms 1 to 5, given in e:
1. C -0.298
2. C -0.422
3. C -0.625
4. C -0.531
5. C -0.590


Molecular weight list, top to bottom, in g/mol: 113.12; 411.39; 391.15